w.
The following is a DFT calculation (the ωB97M-V functional and the def2-TZVPD basis) of C21H32N4O3 in the gas phase.

Computed properties:
SMILES: CCCCC/C=C/CC(=O)N1CC[C@@H]2C[C@]2(C(=O)NCc2nc(C)no2)CC1
HOMO-LUMO gap: 10.023 eV

The geometry in ORCA input format:
```
! RIJCOSX wB97M-V def2-TZVPD def2/J DEFGRID3
* xyz 0 1
O 0.979 0.128 -2.581
O 1.827 2.884 1.887
O 0.408 0.133 2.260
N -0.076 -0.760 3.223
N 0.869 1.811 0.152
N 3.145 0.019 -1.929
N -1.763 0.418 2.318
C 3.512 2.821 -1.121
C 1.848 -0.391 -1.891
C -0.440 1.845 0.745
C 4.283 2.204 -2.256
C 1.947 2.300 0.829
C -4.420 -1.781 -0.159
C -0.570 -2.256 0.150
C -2.940 -1.479 -0.341
C 4.205 3.229 0.146
C 1.525 -1.580 -0.995
C 4.071 -0.244 -0.837
C 3.555 1.031 -2.900
C -2.041 -2.565 0.248
C 3.806 0.630 0.407
C -0.647 0.782 1.780
C 3.280 2.049 0.161
C -5.326 -0.691 -0.717
C -1.355 -0.545 3.218
C -2.293 -1.272 4.112
C 0.056 -1.871 -0.953
C -6.805 -0.999 -0.527
H 4.038 -1.295 -0.555
H -4.633 -1.915 0.908
H 2.652 1.364 -3.406
H -0.598 2.808 1.234
H 5.271 1.894 -1.905
H -5.110 -0.555 -1.781
H -2.718 -0.582 4.841
H 1.891 -1.415 0.020
H 3.069 0.121 1.032
H -3.112 -1.692 3.529
H 4.463 2.956 -3.027
H 4.207 0.562 -3.644
H 4.718 0.673 1.005
H -7.437 -0.208 -0.932
H 5.265 3.020 0.215
H -2.720 -1.352 -1.405
H 0.962 1.452 -0.787
H -0.481 -1.760 -1.889
H 0.014 -2.368 1.061
H -7.076 -1.932 -1.026
H -7.046 -1.110 0.532
H -5.080 0.259 -0.231
H 5.074 -0.065 -1.224
H -2.307 -2.710 1.297
H -1.768 -2.065 4.639
H -2.703 -0.527 0.144
H 3.874 4.117 0.664
H -4.663 -2.736 -0.641
H 2.677 3.442 -1.427
H -2.255 -3.518 -0.248
H -1.197 1.721 -0.026
H 2.087 -2.432 -1.394
*
```

=====

x.
The following is a DFT calculation (the ωB97M-V functional and the def2-TZVPD basis) of C21H32N4O3 in the gas phase.

Computed properties:
SMILES: CCCCCn1c(=O)[nH]c2cc(C(=O)NCCCN(CC)CC)ccc2c1=O
HOMO-LUMO gap: 8.883 eV

The geometry in ORCA input format:
```
! RIJCOSX wB97M-V def2-TZVPD def2/J DEFGRID3
* xyz 0 1
O 3.424 1.318 0.883
O -1.797 -3.381 -1.131
O 5.161 -2.882 0.999
N 2.973 -2.641 0.528
N 4.320 -0.768 0.881
N -2.888 -1.705 -0.080
N -4.900 0.517 0.217
C -4.915 -1.340 -1.442
C 3.266 0.123 0.740
C -1.779 -2.326 -0.525
C -4.221 -2.177 -0.361
C 5.929 1.921 -1.159
C -4.787 0.172 -1.192
C -4.827 3.046 -0.043
C 4.222 -2.145 0.814
C 0.622 -2.445 0.013
C -0.368 -0.252 -0.095
C 7.261 2.599 -0.861
C -4.236 1.765 0.556
C 5.652 -0.231 1.140
C 6.561 -0.338 -0.085
C 1.971 -0.485 0.418
C -6.355 0.417 2.221
C -6.270 0.416 0.699
C 1.854 -1.875 0.317
C 0.851 0.317 0.201
C 6.044 0.404 -1.318
C -0.490 -1.641 -0.180
H 6.721 0.187 -2.148
H 5.061 0.007 -1.589
H 6.679 -1.395 -0.332
H 2.903 -3.648 0.468
H 0.516 -3.515 -0.082
H -4.216 3.896 0.249
H -5.839 3.216 0.317
H -4.226 1.848 1.645
H 7.634 2.321 0.121
H -7.353 0.115 2.529
H 8.006 2.323 -1.605
H -3.194 1.680 0.229
H -4.469 -1.559 -2.413
H -4.846 2.992 -1.129
H -6.666 -0.533 0.334
H -4.799 -2.139 0.565
H -3.800 0.495 -1.532
H -6.161 1.404 2.634
H -6.911 1.215 0.290
H 0.975 1.387 0.270
H -4.136 -3.213 -0.696
H 5.210 2.159 -0.375
H 6.089 -0.803 1.961
H -5.635 -0.283 2.636
H -2.835 -0.832 0.418
H 5.519 0.808 1.442
H 7.542 0.046 0.194
H -5.963 -1.638 -1.485
H -5.536 0.693 -1.812
H -1.218 0.385 -0.287
H 5.531 2.324 -2.094
H 7.142 3.680 -0.880
*
```

=====

Quick one: most stable of them? x

=====

w.
The following is a DFT calculation (the ωB97M-V functional and the def2-TZVPD basis) of an isolated ion of composition C3H4O2P and charge -1.

Computed properties:
HOMO-LUMO gap: 6.954 eV

The geometry in ORCA input format:
```
! RIJCOSX wB97M-V def2-TZVPD def2/J DEFGRID3
* xyz -1 1
P 1.773 0.238 -0.644
O 3.150 -0.098 0.337
O 0.723 -0.976 -0.106
C -0.954 1.087 -0.003
C 0.509 0.285 0.643
C -1.887 -0.004 -0.328
H -1.373 -0.599 -1.195
H 3.060 0.323 1.220
H -1.996 -0.720 0.594
H -3.006 0.463 -0.517
*
```

=====

x.
The following is a DFT calculation (the ωB97M-V functional and the def2-TZVPD basis) of a 2-piece molecular cluster, C3H4O2P overall.

Computed properties:
HOMO-LUMO gap: 6.098 eV

The geometry in ORCA input format:
```
! RIJCOSX wB97M-V def2-TZVPD def2/J DEFGRID3
* xyz -1 1
P 0.611 -1.408 -2.485
O -0.349 3.238 3.228
O 1.185 -0.862 -1.173
C -0.799 -2.279 -2.107
C 0.585 1.608 1.655
C 0.142 2.399 2.566
H -1.211 -2.632 -1.075
H -0.038 1.596 0.748
H -1.529 -2.590 -2.830
H 1.403 0.931 1.473
*
```

=====

Quick one: most stable of them? x

=====

w.
The following is a DFT calculation (the ωB97M-V functional and the def2-TZVPD basis) of a 2-piece molecular cluster, C7H10NS overall.

Computed properties:
HOMO-LUMO gap (spin up / spin down): 7.541 / 7.539 eV

The geometry in ORCA input format:
```
! RIJCOSX wB97M-V def2-TZVPD def2/J DEFGRID3
* xyz 1 1
S -0.265 0.761 1.404
N -2.173 1.111 -0.258
C 0.716 2.078 0.792
C 0.346 -1.777 0.713
C 0.834 -2.735 -0.086
C 0.632 -0.389 0.588
C 1.673 1.666 -0.037
C -3.079 0.321 -0.613
C 1.698 0.202 -0.257
H -0.363 -2.041 1.489
H -3.079 -0.680 -0.197
H 1.530 -0.033 -1.314
H -2.206 2.052 -0.650
H 1.502 -2.525 -0.905
H 2.384 2.316 -0.516
H 0.551 -3.765 0.042
H -3.886 0.574 -1.298
H 0.505 3.078 1.119
H 2.678 -0.216 -0.014
*
```

=====

x.
The following is a DFT calculation (the ωB97M-V functional and the def2-TZVPD basis) of an isolated ion of composition C7H10NS and charge +1.

Computed properties:
HOMO-LUMO gap: 8.908 eV

The geometry in ORCA input format:
```
! RIJCOSX wB97M-V def2-TZVPD def2/J DEFGRID3
* xyz 1 1
S -2.397 1.015 -0.681
N -1.224 1.906 0.172
C -0.780 1.345 1.450
C 1.564 1.337 -0.072
C -2.388 -1.753 -0.111
C 1.713 0.658 -1.477
C 0.220 1.022 0.453
C -0.754 -0.066 0.941
C -1.886 -0.379 0.131
H -1.507 -2.475 -0.250
H 1.686 2.437 -0.244
H -3.094 -1.787 -0.863
H -0.827 1.803 2.448
H 1.029 1.107 -2.153
H 2.649 0.720 -1.844
H 1.381 -0.310 -1.373
H -2.930 -2.067 0.730
H -0.352 -0.941 1.539
H 2.263 1.104 0.633
*
```

=====

Quick one: most stable of them? w

=====

w.
The following is a DFT calculation (the ωB97M-V functional and the def2-TZVPD basis) of C2H16N2O4 as an isolated structure.

Computed properties:
HOMO-LUMO gap: 4.368 eV

The geometry in ORCA input format:
```
! RIJCOSX wB97M-V def2-TZVPD def2/J DEFGRID3
* xyz 0 1
O -2.504 1.172 0.403
O 2.307 -1.163 -0.441
O -2.208 -1.078 -0.535
O 2.319 0.943 0.692
N -0.081 -0.387 -1.759
N -0.292 0.351 1.831
C -0.047 -0.994 1.454
C 0.074 0.973 -1.301
H 2.411 -0.126 0.229
H -0.818 -0.809 -1.169
H 0.710 1.515 -2.013
H -2.799 1.737 -0.331
H -2.978 -1.485 -0.946
H -0.884 1.492 -1.227
H -0.994 0.725 1.182
H 3.169 1.379 0.559
H 0.725 -1.406 2.098
H 0.195 -1.145 0.362
H -2.417 0.242 -0.071
H 3.212 -1.406 -0.661
H 0.535 1.019 -0.283
H 0.565 0.904 1.860
H 0.787 -0.888 -1.503
H -0.986 -1.565 1.572
*
```

=====

x.
The following is a DFT calculation (the ωB97M-V functional and the def2-TZVPD basis) of a 5-piece molecular cluster, C2H16N2O4 overall.

Computed properties:
SMILES: NCCN.O.O.O.O
HOMO-LUMO gap: 10.117 eV

The geometry in ORCA input format:
```
! RIJCOSX wB97M-V def2-TZVPD def2/J DEFGRID3
* xyz 0 1
O -2.222 0.149 -0.449
O 0.370 -2.191 -1.341
O 0.687 -2.975 1.102
O -1.914 -2.068 0.910
N 0.020 1.356 -1.517
N 1.418 0.676 0.987
C 0.763 2.372 -0.798
C 0.824 1.997 0.660
H 1.117 -3.547 1.736
H 0.985 -2.752 -0.881
H 0.422 0.455 -1.283
H 1.283 0.649 1.993
H 2.406 0.759 0.778
H -2.394 -2.266 0.100
H -3.119 0.490 -0.436
H 0.260 3.336 -0.990
H -0.280 -2.856 1.229
H -0.321 1.475 -2.451
H 1.439 2.719 1.206
H -0.318 -1.923 -0.736
H -1.448 0.671 -0.766
H 1.839 2.506 -1.083
H -0.184 2.097 1.112
H -1.632 -1.129 0.919
*
```

=====

Quick one: most stable of them? x